Molecular formula: C3H9N3OS
Method: DFT, ωB97M-V with the def2-TZVPD basis set

Results
ΔE to the lowest compared entry with this formula, charge and spin   137.1 kJ/mol
Gap between HOMO and LUMO   9.86 eV
Structure (SMILES)   [H]/N=C(/N)N(O)CCS
Multiplicity   1
LUMO energy   0.567 eV

```
17
Properties=species:S:1:pos:R:3:lowdin_charge:R:1
C 1.556 0.457 -0.202 -0.53
C -0.536 -0.253 0.896 -0.23
C -1.977 -0.584 0.509 -0.55
H 0.504 2.175 -0.352 0.08
H 2.152 2.355 -0.017 0.11
H 2.707 -0.990 -0.459 0.03
H 0.365 -1.748 -1.507 0.14
H -0.457 0.745 1.313 0.11
H -0.170 -0.956 1.605 0.11
H -2.597 -0.602 1.411 0.07
H -2.006 -1.596 0.059 0.07
H -1.797 0.511 -1.536 -0.17
N 1.308 1.787 0.095 0.12
N 2.726 0.015 -0.373 0.14
N 0.346 -0.298 -0.281 -0.16
O 0.612 -1.647 -0.556 -0.03
S -2.737 0.627 -0.606 0.70
```